Record 1
66
Properties=species:S:1:pos:R:3:forces:R:3 method="wB97M-V/def2-TZVPD" e_tot_ev=-53554.4408 de_lowest_kj_mol=48.16 smiles="COc1ccc(/C=C/C(=O)OCC(=O)NCCC2=CCCCC2)cc1S(=O)(=O)N1CCOCC1" total_charge=0
C -5.397 -3.765 -0.846 -0.1 -0.2 -0.1
H -4.816 -4.149 -1.689 0.0 0.0 0.0
H -6.431 -3.621 -1.153 0.1 -0.1 0.0
H -5.360 -4.477 -0.016 0.0 0.0 0.0
O -4.944 -2.488 -0.448 0.1 -0.1 0.0
C -3.685 -2.339 -0.023 0.2 0.0 0.0
C -2.730 -3.353 0.095 -0.3 0.0 -0.1
C -1.465 -3.064 0.562 0.1 0.3 0.1
C -1.102 -1.769 0.942 -0.7 -0.2 -0.2
C -2.068 -0.760 0.828 0.4 -0.2 0.1
C -3.318 -1.038 0.340 -0.7 0.4 -0.2
S -4.591 0.219 0.160 0.5 0.3 0.2
O -5.009 0.268 -1.211 0.2 0.0 0.0
O -5.573 0.022 1.181 0.1 0.1 0.2
N -3.718 1.612 0.541 -0.5 -1.0 -0.2
C -4.435 2.605 1.320 -0.2 0.3 0.4
H -4.901 2.093 2.160 0.0 0.2 0.1
C -3.427 3.656 1.788 -0.2 -0.2 0.1
H -3.932 4.466 2.316 0.0 -0.1 0.0
O -2.771 4.250 0.691 0.0 0.2 -0.1
C -2.095 3.290 -0.083 0.0 -0.3 -0.2
H -1.640 3.832 -0.913 0.0 -0.1 0.0
C -3.057 2.216 -0.600 0.4 0.3 -0.3
H -2.520 1.432 -1.137 0.1 0.1 -0.1
H -3.792 2.667 -1.280 0.1 0.0 0.0
H -1.306 2.815 0.519 0.0 0.0 -0.1
H -2.690 3.183 2.454 -0.1 0.0 0.0
H -5.214 3.090 0.714 0.0 0.0 0.1
H -1.837 0.252 1.118 0.1 0.1 0.1
C 0.217 -1.413 1.414 0.7 -0.1 0.1
C 1.311 -2.189 1.414 -0.4 0.2 0.0
C 2.634 -1.703 1.813 0.2 -0.1 0.1
O 3.643 -2.378 1.751 -0.2 0.0 0.0
O 2.629 -0.428 2.223 -0.3 0.0 -0.1
C 3.867 0.150 2.619 0.5 0.2 0.1
C 4.646 0.716 1.415 -0.3 -0.4 0.6
O 4.771 1.909 1.242 0.0 0.5 0.0
N 5.174 -0.234 0.628 0.2 -0.5 -0.3
H 4.991 -1.208 0.840 -0.1 0.2 0.2
C 5.848 0.073 -0.612 0.1 0.0 -0.3
C 5.051 -0.423 -1.826 0.1 0.3 0.2
C 3.636 0.106 -1.818 0.1 -0.2 0.0
C 3.376 1.405 -1.848 -0.1 0.0 -0.1
C 2.002 1.988 -1.740 -0.1 0.0 0.2
H 1.668 2.321 -2.729 -0.1 0.1 0.0
H 2.040 2.870 -1.097 0.0 0.1 0.0
C 1.022 0.965 -1.176 0.0 0.0 -0.3
H 1.257 0.790 -0.125 0.0 0.0 0.1
H -0.002 1.341 -1.243 0.0 0.0 0.1
C 1.160 -0.344 -1.944 0.0 -0.1 0.2
H 0.399 -1.059 -1.622 0.0 0.0 -0.1
H 1.012 -0.149 -3.008 -0.1 0.0 -0.1
C 2.551 -0.931 -1.723 -0.2 0.2 -0.1
H 2.742 -1.719 -2.458 0.1 -0.1 0.1
H 2.598 -1.402 -0.735 0.1 -0.1 -0.1
H 4.183 2.118 -1.936 0.2 0.0 0.0
H 5.033 -1.515 -1.817 0.0 0.0 -0.1
H 5.574 -0.102 -2.729 0.0 -0.1 0.0
H 5.958 1.158 -0.644 0.1 -0.1 0.0
H 6.841 -0.388 -0.605 0.0 0.1 0.0
H 3.610 0.973 3.288 0.1 -0.1 -0.2
H 4.477 -0.597 3.139 -0.1 0.1 0.0
H 1.307 -3.213 1.073 0.0 -0.1 -0.1
H 0.319 -0.397 1.770 0.1 0.1 0.0
H -0.747 -3.866 0.646 0.1 -0.1 0.0
H -2.974 -4.369 -0.174 -0.1 -0.1 0.0



Record 2
65
Properties=species:S:1:pos:R:3:forces:R:3 method="wB97M-V/def2-TZVPD" e_tot_ev=-117070.6301 total_charge=+2
Tl 0.052 -0.750 -2.273 0.2 0.1 0.2
C 5.045 0.669 -1.434 0.0 0.1 -0.1
Sb 3.813 -1.024 -1.003 -0.2 0.1 -0.1
C 5.213 -2.449 -1.734 0.0 -0.1 -0.1
C 4.451 -1.127 1.108 -0.3 -0.2 0.0
C 3.975 -2.373 1.755 0.1 0.2 0.1
C 4.717 -3.549 1.591 0.0 0.1 0.0
C 4.317 -4.742 2.157 -0.1 -0.1 0.0
C 3.130 -4.819 2.939 0.3 -0.3 -0.2
C 2.391 -3.703 3.136 -0.1 0.3 0.1
C 2.778 -2.443 2.575 0.2 -0.1 0.0
C 1.992 -1.305 2.899 -0.1 0.2 0.3
Sb 0.068 -1.189 1.567 0.3 -0.1 0.0
C -0.665 -3.076 2.216 -0.2 -0.1 -0.1
C -0.885 0.017 3.043 -0.1 0.1 0.0
H 6.027 0.508 -0.983 -0.1 0.1 -0.1
H 4.613 1.602 -1.062 0.1 -0.2 0.0
H 5.159 0.741 -2.523 0.0 0.0 0.3
H 6.175 -2.268 -1.253 0.0 -0.1 -0.1
H 5.313 -2.299 -2.812 0.0 -0.1 0.1
H 4.878 -3.471 -1.547 0.1 0.1 0.0
H 4.103 -0.191 1.550 0.1 -0.2 0.1
H 5.538 -1.111 1.008 -0.1 0.0 0.1
H 5.642 -3.505 1.024 -0.1 0.0 0.1
H 4.923 -5.634 2.017 -0.1 0.1 0.0
H 2.833 -5.762 3.387 0.1 0.1 -0.1
H 1.502 -3.743 3.757 0.2 0.1 -0.1
H 2.420 -0.314 2.760 0.0 -0.1 0.0
H 1.435 -1.398 3.841 0.1 0.0 -0.3
H -0.757 -3.083 3.305 0.0 0.0 -0.1
H 0.005 -3.875 1.888 -0.2 0.1 0.0
H -1.654 -3.230 1.769 0.2 0.0 0.1
H -0.925 -0.536 3.982 0.0 0.1 0.0
H -1.901 0.250 2.718 0.1 0.0 0.1
H -0.329 0.948 3.179 -0.1 -0.1 0.0
Se -2.482 -0.453 -0.286 -0.1 -0.2 0.1
C -4.265 -0.756 -0.729 0.3 0.6 -0.3
C -4.882 0.202 -1.554 -0.4 -0.3 0.0
C -6.227 0.007 -1.858 -0.1 -0.6 0.3
N -6.931 -1.054 -1.415 0.8 0.1 0.2
C -6.298 -1.957 -0.632 -0.5 0.4 -0.4
C -4.972 -1.854 -0.256 -0.3 -0.1 0.1
H -4.346 1.062 -1.945 0.0 -0.1 0.1
H -6.756 0.722 -2.489 0.0 -0.2 0.2
H -6.889 -2.803 -0.291 0.0 0.1 -0.1
H -4.521 -2.606 0.385 0.0 0.2 -0.1
O -5.474 5.380 -1.782 0.6 0.2 -0.2
C -4.477 5.614 -2.755 -0.1 -0.1 0.4
N -3.125 5.246 -2.319 -0.2 -0.3 0.0
C -2.748 3.952 -2.305 -0.1 0.0 0.1
O -3.474 3.046 -2.702 0.1 0.2 0.1
C -1.372 3.597 -1.761 -0.3 0.2 -0.1
C -0.455 4.450 -1.175 0.1 0.3 0.2
C 0.724 3.929 -0.651 0.0 0.2 0.0
C 0.953 2.572 -0.742 0.0 -0.3 -0.1
N 0.096 1.736 -1.349 -0.2 0.2 -0.2
C -1.035 2.260 -1.842 0.4 -0.2 0.2
H -5.634 4.434 -1.729 -0.1 -0.1 -0.1
H -4.469 6.676 -2.953 0.0 0.2 0.0
H -4.677 5.077 -3.672 -0.1 -0.2 -0.2
H -2.583 5.937 -1.835 0.1 0.1 0.0
H -0.633 5.519 -1.100 0.0 -0.1 0.0
H 1.455 4.571 -0.172 -0.1 -0.1 -0.1
H 1.851 2.128 -0.315 -0.1 0.0 -0.1
H -1.744 1.599 -2.318 0.0 -0.1 -0.1



Record 3
65
Properties=species:S:1:pos:R:3:forces:R:3 method="wB97M-V/def2-TZVPD" e_tot_ev=-51825.8231 total_charge=-2
Pd 0.521 -0.739 -1.726 0.4 0.1 0.3
C 4.793 -1.647 -2.959 0.0 0.1 0.1
O 5.308 -2.316 -1.816 0.1 -0.3 -0.2
C 4.555 -2.443 -0.666 0.0 0.2 0.1
C 5.283 -2.620 0.485 0.0 0.0 0.1
C 4.663 -2.766 1.736 0.0 0.0 -0.1
C 3.287 -2.695 1.782 0.1 0.0 0.0
C 2.510 -2.504 0.630 -0.2 0.0 0.2
C 1.066 -2.450 0.846 0.1 0.0 -0.2
N 0.154 -2.078 0.028 0.0 0.0 0.0
N -1.124 -2.082 0.600 0.2 0.1 -0.1
C -2.076 -2.305 -0.294 -0.3 0.0 0.0
O -2.007 -2.569 -1.508 0.0 0.0 0.0
C -3.476 -2.213 0.324 0.1 0.0 0.0
C -3.700 -1.931 1.671 0.0 0.0 0.0
C -4.993 -1.844 2.170 0.0 0.0 0.0
C -6.085 -2.038 1.330 0.0 0.0 0.0
C -5.868 -2.316 -0.013 0.0 0.0 0.0
C -4.572 -2.404 -0.508 -0.1 0.0 0.0
C 3.109 -2.414 -0.670 0.0 0.0 0.0
O 2.447 -2.331 -1.745 0.0 0.0 -0.2
H 5.649 -1.558 -3.632 0.0 0.1 0.0
H 4.414 -0.653 -2.710 0.0 0.0 0.0
H 3.987 -2.197 -3.434 0.0 0.0 0.0
H 6.365 -2.637 0.394 0.0 0.0 0.0
H 5.251 -2.907 2.634 0.0 0.0 0.0
H 2.770 -2.788 2.734 0.0 0.0 0.0
H 0.726 -2.745 1.844 0.0 0.0 0.0
H -2.838 -1.782 2.306 0.0 0.0 0.0
H -5.151 -1.620 3.219 0.0 0.0 0.0
H -7.095 -1.966 1.719 0.0 0.0 0.0
H -6.712 -2.462 -0.680 0.0 0.0 0.0
H -4.366 -2.612 -1.551 0.0 0.0 0.0
C -2.626 3.874 -0.284 0.1 0.0 0.0
C -3.574 3.122 -1.215 0.0 0.0 0.0
C -2.878 2.178 -2.194 0.0 0.0 -0.1
C -2.420 0.847 -1.609 -0.1 -0.1 0.0
N -1.467 0.976 -0.518 0.0 0.0 0.0
C -0.072 0.971 -0.839 -0.1 -0.1 -0.1
S 0.542 1.560 -2.368 -0.1 -0.3 0.1
N 0.642 1.230 0.373 0.0 0.1 0.0
C 2.092 1.103 0.367 0.1 -0.1 0.1
C 2.803 2.453 0.272 0.0 0.0 0.0
C 2.322 3.487 1.285 0.0 0.0 0.0
C 2.532 3.062 2.735 0.0 0.0 0.0
H -3.167 4.605 0.326 0.0 0.0 0.0
H -1.872 4.411 -0.866 0.0 0.0 0.0
H -2.087 3.187 0.367 0.0 0.0 0.0
H -4.150 3.857 -1.790 0.0 0.0 0.0
H -4.305 2.556 -0.625 0.0 0.0 0.0
H -2.025 2.685 -2.655 0.0 -0.1 0.0
H -3.574 1.930 -3.005 0.0 0.0 0.0
H -2.034 0.205 -2.409 0.0 0.0 0.0
H -3.294 0.335 -1.191 0.0 0.0 0.0
H -1.619 0.219 0.146 0.0 0.0 0.0
H 0.229 0.672 1.110 0.0 0.0 0.0
H 2.422 0.465 -0.459 0.0 0.0 0.0
H 2.386 0.585 1.285 0.0 0.0 0.0
H 2.660 2.841 -0.739 0.0 0.0 0.0
H 3.878 2.276 0.407 0.0 0.0 0.0
H 1.258 3.665 1.111 0.0 0.0 0.0
H 2.840 4.436 1.106 0.0 0.0 0.0
H 1.953 2.168 2.969 0.0 0.0 0.0
H 2.226 3.845 3.434 0.0 0.0 0.0
H 3.583 2.829 2.931 0.0 0.0 0.0